Record 1
Entry from the OMol25 dataset: a structure of composition C49H45MnN4OP2SiTe (ωB97M-V with the def2-TZVPD basis set).

```
104
Properties=species:S:1:pos:R:3:forces:R:3:lowdin_charge:R:1
Mn 0.180 -0.821 0.841 -1.0 0.0 -0.6 0.179
C -2.513 -3.146 1.708 -0.3 -0.1 -0.2 -0.200
Si -2.072 -1.749 0.520 1.5 0.3 0.5 0.529
C -2.179 -2.529 -1.205 -0.4 0.0 -0.1 -0.374
C -3.380 -2.973 -1.767 0.1 -0.1 -0.2 -0.103
C -3.401 -3.629 -2.989 -0.1 0.0 0.1 -0.074
C -2.215 -3.888 -3.662 0.1 0.0 0.0 -0.073
C -1.009 -3.469 -3.120 -0.1 0.0 0.0 -0.093
C -0.996 -2.772 -1.913 0.0 0.0 -0.3 -0.414
P 0.552 -2.140 -1.204 0.2 0.5 1.1 1.027
C 1.542 -3.646 -0.910 0.0 0.0 -0.1 -0.327
C 2.619 -4.045 -1.695 -0.1 -0.1 0.0 -0.086
C 3.322 -5.201 -1.379 0.0 0.0 0.0 -0.084
C 2.957 -5.963 -0.279 0.0 0.0 0.0 -0.086
C 1.878 -5.574 0.504 0.0 0.0 0.0 -0.070
C 1.176 -4.422 0.190 0.0 0.0 0.0 -0.089
C 1.469 -1.250 -2.497 -0.2 -0.2 -0.3 -0.359
C 2.752 -0.810 -2.169 0.1 0.1 -0.1 -0.119
C 3.499 -0.082 -3.083 -0.1 0.0 0.0 -0.084
C 2.967 0.219 -4.332 0.0 0.0 0.0 -0.086
C 1.690 -0.207 -4.659 -0.1 0.0 0.0 -0.088
C 0.940 -0.940 -3.747 0.1 0.1 0.1 -0.117
C -3.353 -0.404 0.912 -0.4 -0.2 -0.2 -0.316
C -4.724 -0.685 0.955 -0.1 0.2 0.0 -0.088
C -5.631 0.232 1.463 0.0 -0.1 0.0 -0.072
C -5.181 1.437 1.989 0.1 0.1 0.0 -0.073
C -3.828 1.731 1.970 -0.1 0.0 0.0 -0.095
C -2.923 0.835 1.397 -0.1 0.2 0.0 -0.383
P -1.137 1.177 1.342 0.7 -0.9 0.0 1.026
C -0.838 2.746 0.460 -0.4 0.0 0.1 -0.378
C -1.787 3.758 0.330 0.1 0.0 -0.1 -0.074
C -1.453 4.954 -0.293 0.0 0.0 0.0 -0.070
C -0.168 5.157 -0.773 0.0 0.0 0.0 -0.080
C 0.777 4.148 -0.657 0.0 0.0 -0.1 -0.081
C 0.436 2.942 -0.064 0.0 0.0 -0.1 -0.112
C -0.725 1.592 3.073 -0.1 0.2 0.0 -0.336
C -1.044 0.655 4.058 0.0 0.0 0.0 -0.095
C -0.662 0.859 5.374 -0.1 0.0 0.0 -0.080
C 0.034 2.010 5.723 -0.1 0.1 0.0 -0.094
C 0.352 2.948 4.752 -0.1 0.0 0.0 -0.096
C -0.020 2.740 3.428 -0.1 0.0 0.0 -0.085
H -3.453 -3.611 1.390 0.0 0.0 0.1 0.027
H -2.645 -2.769 2.723 0.0 0.0 0.0 0.029
H -1.751 -3.924 1.731 0.0 0.0 0.0 0.013
H -4.317 -2.798 -1.251 0.0 0.0 0.0 0.094
H -4.345 -3.946 -3.416 0.0 0.0 0.0 0.105
H -2.229 -4.414 -4.609 0.0 0.0 0.0 0.105
H -0.081 -3.674 -3.641 0.0 0.0 0.0 0.112
H 2.909 -3.464 -2.561 0.0 0.0 0.0 0.100
H 4.156 -5.507 -1.998 0.0 0.0 0.0 0.102
H 3.514 -6.857 -0.029 0.0 0.0 0.0 0.102
H 1.591 -6.160 1.367 0.0 0.0 0.0 0.108
H 0.343 -4.112 0.810 0.0 0.0 0.0 0.074
H 3.164 -1.042 -1.193 0.0 0.0 0.0 0.106
H 4.496 0.249 -2.823 0.0 0.0 0.0 0.104
H 3.547 0.790 -5.046 0.0 0.0 0.0 0.103
H 1.262 0.043 -5.622 0.0 0.0 0.0 0.111
H -0.070 -1.238 -3.999 0.0 -0.1 -0.1 0.077
H -5.091 -1.645 0.611 0.0 0.0 0.0 0.093
H -6.688 -0.005 1.483 0.0 0.0 0.0 0.105
H -5.882 2.135 2.428 0.0 0.0 0.0 0.105
H -3.472 2.647 2.427 0.0 0.0 0.0 0.106
H -2.799 3.611 0.681 0.0 0.0 0.0 0.088
H -2.202 5.727 -0.404 0.0 0.0 0.0 0.106
H 0.088 6.089 -1.261 0.0 0.0 0.0 0.104
H 1.772 4.286 -1.065 0.0 0.0 0.0 0.104
H 1.147 2.128 -0.027 0.0 0.0 0.0 0.074
H -1.582 -0.247 3.789 0.0 0.0 0.0 0.106
H -0.892 0.112 6.123 0.0 0.0 0.0 0.093
H 0.333 2.169 6.751 0.0 0.0 0.0 0.109
H 0.886 3.850 5.022 0.0 0.0 0.0 0.103
H 0.227 3.479 2.676 0.0 0.0 0.0 0.100
N 0.893 -1.841 6.747 0.0 0.0 0.0 0.092
C 0.838 -2.413 5.740 0.0 0.0 -0.1 -0.413
N 0.794 -3.116 4.619 0.0 -0.2 0.2 0.075
C 0.569 -2.506 3.518 -0.1 0.3 -0.1 -0.343
N 0.378 -1.978 2.493 0.1 -0.4 0.2 0.067
Te -2.072 0.581 -2.406 0.0 0.3 -0.2 1.161
C -1.446 1.876 -3.948 -0.1 -0.1 -0.1 -0.636
C -0.161 2.415 -3.976 0.1 0.0 0.2 -0.171
C 0.244 3.244 -5.010 0.0 0.0 -0.1 -0.089
C -0.629 3.549 -6.046 0.0 -0.1 0.1 -0.084
C -1.910 3.010 -6.037 0.0 0.1 -0.1 -0.091
C -2.312 2.181 -5.001 -0.2 -0.1 0.1 -0.164
H 0.530 2.171 -3.183 0.1 0.0 0.1 0.084
H 1.250 3.649 -5.009 0.0 0.0 0.0 0.104
H -0.315 4.196 -6.854 0.0 0.0 0.0 0.102
H -2.600 3.235 -6.840 0.0 0.0 0.0 0.102
H -3.312 1.765 -5.004 0.0 0.0 0.0 0.083
C 4.125 1.896 3.340 -0.1 -0.1 -0.1 -0.032
N 3.099 1.009 2.805 0.2 0.1 0.2 -0.108
C 2.321 0.244 3.776 0.0 0.0 0.0 -0.015
C 2.864 0.911 1.495 -0.1 0.0 0.2 -0.472
C 3.715 1.730 0.557 0.0 0.0 0.1 0.015
O 1.977 0.178 1.040 0.1 -0.1 -0.4 -0.103
H 4.154 1.765 4.418 0.0 0.0 0.0 0.094
H 3.898 2.942 3.128 0.0 0.0 0.0 0.093
H 5.112 1.659 2.943 0.0 0.0 0.0 0.089
H 2.957 -0.497 4.264 0.0 0.0 0.0 0.109
H 1.507 -0.266 3.273 0.2 0.2 0.1 0.037
H 1.911 0.918 4.528 0.1 -0.1 -0.1 0.073
H 3.596 2.797 0.756 0.0 0.0 0.0 0.089
H 3.416 1.517 -0.465 0.0 0.0 0.0 0.070
H 4.771 1.484 0.679 0.0 0.0 0.0 0.091
```
Forces are in eV/Å.

Values from the calculation:
HOMO-LUMO gap (spin up / spin down)	7.91 / 4.58	eV
spin multiplicity	5
charge	0

=====

Record 2
Entry from the OMol25 dataset: a structure of composition C49H46NO5SZr (ωB97M-V with the def2-TZVPD basis set).

```
103
Properties=species:S:1:pos:R:3:forces:R:3:lowdin_charge:R:1
Zr 0.000 0.386 0.543 0.5 -0.1 -0.4 1.877
C -5.039 2.802 1.195 0.0 0.0 0.0 0.033
C -3.905 2.916 2.187 0.0 0.0 0.0 -0.547
C -4.268 3.752 3.398 0.0 0.0 0.0 0.027
O -2.770 3.435 1.520 0.0 0.0 0.0 0.014
C -1.630 2.841 2.125 0.0 0.0 0.0 -0.152
C -2.159 1.397 2.259 -0.1 0.1 -0.1 -0.198
O -3.502 1.596 2.635 0.0 0.0 -0.1 -0.020
C -1.406 0.374 3.140 -0.1 0.0 0.1 -0.346
O -0.159 0.219 2.464 -0.5 -0.3 -0.3 -0.309
C -1.143 0.823 4.569 0.1 0.0 0.0 -0.141
C 0.037 0.411 5.183 0.0 0.0 0.0 -0.020
C 0.315 0.776 6.490 0.0 0.0 0.0 -0.066
C -0.581 1.562 7.203 0.0 0.0 0.0 -0.074
C -1.764 1.962 6.602 0.0 0.0 0.0 -0.059
C -2.049 1.587 5.296 0.0 0.0 0.0 -0.037
C -2.166 -0.961 3.120 0.0 0.0 0.0 -0.120
C -1.709 -2.053 2.391 0.0 0.0 0.1 -0.033
C -2.416 -3.252 2.374 0.0 0.0 0.0 -0.066
C -3.583 -3.377 3.107 0.0 0.0 0.0 -0.083
C -4.039 -2.297 3.853 0.0 0.0 0.0 -0.063
C -3.341 -1.101 3.857 0.0 0.0 0.0 -0.009
C -0.395 3.132 1.233 -0.1 0.0 0.0 -0.362
O -0.426 2.257 0.103 0.0 -0.2 0.1 -0.345
C -0.457 4.581 0.758 0.0 0.0 0.0 -0.141
C -0.509 4.880 -0.594 0.0 0.0 0.0 -0.018
C -0.563 6.204 -1.014 0.0 0.0 0.0 -0.068
C -0.567 7.232 -0.086 0.0 0.0 0.0 -0.079
C -0.510 6.934 1.269 0.0 0.0 0.0 -0.063
C -0.451 5.615 1.688 0.0 0.0 0.0 -0.016
C 0.937 2.888 1.961 0.0 0.0 0.0 -0.159
C 2.033 2.485 1.193 0.0 0.0 0.0 -0.057
C 3.255 2.189 1.792 0.0 0.0 0.0 -0.051
C 3.402 2.316 3.162 0.0 0.0 0.0 -0.058
C 2.329 2.757 3.925 0.0 0.0 0.0 -0.048
C 1.108 3.040 3.334 0.0 0.0 0.0 -0.025
H -5.309 3.792 0.829 0.0 0.0 0.0 0.102
H -5.910 2.355 1.673 0.0 0.0 0.0 0.100
H -4.736 2.193 0.346 0.0 -0.1 0.0 0.070
H -4.634 4.725 3.073 0.0 0.0 0.0 0.101
H -3.403 3.904 4.042 0.0 0.0 0.0 0.083
H -5.050 3.257 3.974 0.0 0.0 0.0 0.102
H -1.473 3.257 3.124 0.0 0.0 0.0 0.141
H -2.189 0.963 1.231 0.0 0.0 0.2 0.115
H 0.745 -0.187 4.627 0.0 0.0 0.0 0.116
H 1.236 0.447 6.952 0.0 0.0 0.0 0.110
H -0.361 1.851 8.221 0.0 0.0 0.0 0.107
H -2.476 2.564 7.152 0.0 0.0 0.0 0.109
H -2.984 1.890 4.849 0.0 0.0 0.0 0.093
H -0.751 -2.029 1.888 0.1 0.1 -0.1 0.091
H -2.030 -4.093 1.813 0.0 0.0 0.0 0.112
H -4.124 -4.314 3.115 0.0 0.0 0.0 0.110
H -4.941 -2.390 4.443 0.0 0.0 0.0 0.112
H -3.705 -0.272 4.447 0.0 0.0 0.0 0.114
H -0.505 4.079 -1.319 0.0 0.0 0.0 0.108
H -0.597 6.429 -2.072 0.0 0.0 0.0 0.105
H -0.607 8.262 -0.413 0.0 0.0 0.0 0.106
H -0.505 7.730 2.001 0.0 0.0 0.0 0.108
H -0.394 5.399 2.748 0.0 0.0 0.0 0.117
H 1.965 2.459 0.110 0.0 0.0 0.0 0.119
H 4.083 1.872 1.173 0.0 0.0 0.0 0.113
H 4.348 2.088 3.633 0.0 0.0 0.0 0.111
H 2.435 2.868 4.996 0.0 0.0 0.0 0.113
H 0.294 3.354 3.972 0.0 0.0 0.0 0.113
C 1.229 0.431 -2.486 0.0 0.0 0.0 -0.044
C 2.175 -0.081 -1.444 0.1 0.0 0.0 -0.381
C 3.527 -0.231 -1.496 0.0 0.0 0.0 -0.042
C 3.940 -0.812 -0.256 0.0 0.0 0.0 -0.051
C 2.829 -0.980 0.514 0.0 0.0 0.0 -0.376
C 2.699 -1.510 1.904 0.0 0.0 0.0 -0.036
N 1.715 -0.539 -0.201 -0.1 0.2 0.0 -0.138
H 1.797 0.822 -3.329 0.0 0.0 0.0 0.091
H 0.597 1.261 -2.136 0.0 0.0 0.0 0.057
H 0.575 -0.358 -2.866 0.0 0.0 0.0 0.073
H 4.155 0.020 -2.336 0.0 0.0 0.0 0.107
H 4.945 -1.079 0.029 0.0 0.0 0.0 0.108
H 3.666 -1.865 2.254 0.0 0.0 0.0 0.086
H 2.000 -2.349 1.956 0.0 0.0 0.0 0.077
H 2.357 -0.742 2.606 0.0 0.0 0.0 0.055
O -1.435 -0.434 -0.719 0.0 0.2 0.2 -0.653
S -2.383 -0.954 -1.810 0.0 -0.2 -0.1 1.147
C -3.709 -1.721 -0.934 0.0 0.0 0.0 -0.387
C -4.087 -2.984 -1.360 0.0 0.0 0.0 -0.072
C -5.181 -3.591 -0.756 0.0 0.0 0.0 -0.052
C -5.851 -2.940 0.267 0.1 0.0 0.0 -0.048
C -5.437 -1.684 0.706 0.0 0.0 0.0 -0.049
C -4.363 -1.060 0.102 0.0 0.0 0.0 -0.049
C -3.187 0.492 -2.478 0.0 0.0 0.1 -0.366
C -4.033 0.275 -3.559 0.0 0.0 0.0 -0.071
C -4.690 1.358 -4.116 0.0 0.0 0.0 -0.054
C -4.488 2.634 -3.601 0.0 0.0 0.0 -0.051
C -3.631 2.831 -2.531 0.0 0.0 0.0 -0.047
C -2.965 1.753 -1.957 -0.1 0.0 0.0 -0.063
H -3.548 -3.478 -2.159 0.0 0.0 0.0 0.114
H -5.503 -4.570 -1.084 0.0 0.0 0.0 0.115
H -6.700 -3.415 0.738 0.0 0.0 0.0 0.117
H -5.958 -1.190 1.516 0.0 0.0 0.0 0.119
H -4.044 -0.077 0.426 0.0 0.0 0.0 0.100
H -4.185 -0.721 -3.957 0.0 0.0 0.0 0.118
H -5.354 1.208 -4.956 0.0 0.0 0.0 0.116
H -5.001 3.477 -4.044 0.0 0.0 0.0 0.115
H -3.468 3.822 -2.128 0.0 0.0 0.0 0.117
H -2.291 1.922 -1.132 0.1 0.0 0.1 0.081
```
Forces are in eV/Å.

Values from the calculation:
HOMO-LUMO gap	7.34	eV
spin multiplicity	1
charge	+1

=====

Record 3
Entry from the OMol25 dataset: a structure of composition C49H47BrCl2KN7O2Si (ωB97M-V with the def2-TZVPD basis set).

```
110
Properties=species:S:1:pos:R:3:forces:R:3:lowdin_charge:R:1
K 0.858 0.532 0.499 0.1 -1.0 -0.3 0.671
Cl 1.547 4.357 6.048 0.0 0.0 0.0 0.586
C 1.707 3.931 4.358 0.0 0.0 0.0 -0.693
C 0.599 3.448 3.685 0.0 0.0 -0.1 -0.053
C 0.658 3.081 2.331 -0.2 0.1 0.1 -0.219
N -0.414 2.495 1.650 0.0 0.0 0.2 0.017
C -1.655 2.557 2.101 0.0 0.2 0.0 -0.514
O -2.191 3.249 2.994 0.1 -0.1 -0.1 -0.037
C -2.614 1.632 1.348 0.0 -0.1 0.1 -0.193
C -3.952 2.009 1.225 0.0 0.0 0.0 -0.007
C -4.831 1.182 0.553 0.0 0.0 0.0 -0.075
C -4.365 -0.028 0.050 0.0 0.0 0.0 -0.092
C -3.031 -0.340 0.248 0.1 0.0 0.0 -0.169
N -2.168 0.466 0.869 0.1 0.0 -0.1 0.088
C 1.900 3.231 1.645 0.0 0.1 0.2 -0.245
C 2.993 3.739 2.352 0.0 0.0 0.0 -0.058
C 2.911 4.079 3.690 0.0 0.0 0.0 -0.693
Cl 4.334 4.701 4.495 0.0 0.0 0.0 0.587
N 2.019 2.806 0.323 0.0 0.4 -0.1 -0.003
C 2.675 3.577 -0.527 -0.2 0.3 0.0 -0.516
O 3.186 4.707 -0.363 0.1 -0.1 0.0 -0.042
C 2.705 3.045 -1.952 0.0 0.0 0.0 -0.196
C 2.905 3.963 -2.984 0.0 0.0 0.0 -0.024
C 2.922 3.518 -4.291 0.0 0.0 0.0 -0.087
C 2.764 2.161 -4.533 0.0 0.0 0.0 -0.082
C 2.578 1.323 -3.446 0.2 0.0 0.1 -0.148
N 2.530 1.745 -2.181 0.0 -0.2 -0.2 0.137
H -0.342 3.362 4.204 0.0 0.0 0.0 0.090
H -4.253 2.951 1.661 0.0 0.0 0.0 0.110
H -5.866 1.473 0.416 0.0 0.0 0.0 0.097
H -5.014 -0.715 -0.479 0.0 0.0 0.0 0.095
H -2.620 -1.278 -0.122 0.0 0.0 0.0 0.108
H 3.926 3.881 1.827 0.0 0.0 0.0 0.105
H 3.048 5.000 -2.714 0.0 0.0 0.0 0.104
H 3.060 4.214 -5.110 0.0 0.0 0.0 0.094
H 2.787 1.751 -5.536 0.0 0.0 0.0 0.091
H 2.472 0.254 -3.595 0.1 0.1 0.0 0.079
C -3.667 -4.854 0.208 0.0 0.0 0.0 -0.050
C -3.100 -3.933 1.254 0.0 0.0 -0.1 -0.269
C -3.906 -3.127 2.048 0.0 0.0 0.0 -0.053
C -3.339 -2.248 2.953 0.0 0.0 0.0 -0.118
C -1.954 -2.229 3.028 0.1 0.0 0.0 -0.770
Br -1.082 -1.025 4.203 -0.1 0.1 0.1 0.754
N -1.167 -2.996 2.315 0.0 0.0 0.0 0.064
C -1.726 -3.824 1.438 0.0 0.0 0.0 -0.097
H -4.731 -5.027 0.369 0.0 0.0 0.0 0.070
H -3.158 -5.819 0.215 0.0 0.0 0.0 0.077
H -3.544 -4.430 -0.792 0.0 0.0 0.0 0.070
H -4.985 -3.166 1.940 0.0 0.0 0.0 0.112
H -3.937 -1.582 3.558 0.0 0.0 0.0 0.102
H -1.028 -4.414 0.849 0.0 0.0 0.0 0.116
C 1.603 -2.465 0.115 -0.2 0.0 0.1 -0.291
Si 2.000 -3.431 -1.308 -0.1 -0.1 0.0 0.523
C 0.564 -3.493 -2.586 0.1 0.0 -0.1 -0.244
N -0.214 -2.262 -2.705 0.0 0.0 0.1 -0.188
C 0.575 -1.200 -3.352 -0.1 -0.1 0.1 -0.203
C -0.070 -0.658 -4.623 0.1 0.0 -0.1 -0.180
C -0.499 -1.806 -5.535 0.0 0.0 0.0 -0.187
C -1.471 -2.765 -4.809 0.0 0.0 0.0 -0.179
C -1.521 -2.444 -3.309 0.0 0.1 -0.1 -0.222
C 3.581 -2.835 -2.196 0.0 0.1 0.0 -0.265
C 4.022 -3.359 -3.415 0.0 0.0 0.0 -0.119
C 5.170 -2.885 -4.038 0.0 0.0 0.0 -0.114
C 5.923 -1.883 -3.434 0.0 0.0 0.0 -0.120
C 5.513 -1.357 -2.216 -0.1 0.0 0.0 -0.096
C 4.347 -1.821 -1.616 -0.1 0.1 0.0 -0.093
C 2.422 -5.320 -1.149 0.1 0.0 0.0 -0.216
C 1.457 -6.331 -1.121 0.0 0.0 0.0 -0.114
C 1.782 -7.665 -0.898 0.0 0.0 0.0 -0.120
C 3.103 -8.033 -0.685 0.0 0.0 0.0 -0.130
C 4.087 -7.052 -0.699 0.0 0.0 0.0 -0.111
C 3.746 -5.725 -0.930 0.0 0.0 0.0 -0.103
H 2.225 -2.547 1.012 0.0 0.0 -0.1 -0.049
H 0.541 -2.527 0.374 0.1 0.1 0.0 -0.090
H -0.110 -4.313 -2.312 0.0 0.1 0.1 0.061
H 0.992 -3.781 -3.569 0.0 -0.1 0.0 0.081
H 1.545 -1.626 -3.633 0.0 0.0 0.0 0.096
H 0.792 -0.386 -2.657 -0.2 -0.1 0.1 0.088
H 0.650 -0.010 -5.127 0.0 0.0 0.0 0.098
H -0.925 -0.028 -4.385 -0.2 0.1 0.1 0.104
H 0.396 -2.353 -5.846 0.0 0.0 0.0 0.103
H -0.957 -1.411 -6.446 0.0 0.0 0.0 0.096
H -1.142 -3.800 -4.939 0.0 0.0 0.0 0.093
H -2.480 -2.701 -5.231 0.0 0.0 0.0 0.097
H -2.041 -3.242 -2.770 0.0 0.0 0.0 0.100
H -2.109 -1.531 -3.150 0.0 0.0 0.0 0.106
H 3.458 -4.160 -3.888 0.0 0.0 0.0 0.097
H 5.482 -3.297 -4.992 0.0 0.0 0.0 0.086
H 6.818 -1.507 -3.918 0.0 0.0 0.0 0.087
H 6.079 -0.560 -1.749 0.0 0.0 0.0 0.096
H 3.991 -1.371 -0.693 0.0 0.0 0.0 0.090
H 0.410 -6.079 -1.264 0.0 0.0 0.0 0.077
H 1.001 -8.418 -0.887 0.0 0.0 0.0 0.087
H 3.364 -9.071 -0.509 0.0 0.0 0.0 0.084
H 5.124 -7.322 -0.530 0.0 0.0 0.0 0.089
H 4.535 -4.978 -0.945 0.0 0.0 0.0 0.096
N -1.134 2.037 -1.623 0.3 0.3 0.0 0.146
C -1.958 2.759 -2.458 -0.1 0.0 0.0 -0.310
C -3.141 2.204 -2.966 0.0 0.0 0.0 -0.050
C -3.938 2.919 -3.844 0.0 0.0 0.0 -0.120
C -3.588 4.204 -4.241 0.0 0.0 0.0 -0.139
C -2.420 4.762 -3.732 0.0 0.0 0.0 -0.113
C -1.614 4.058 -2.854 0.0 0.0 0.0 -0.032
H -0.551 2.586 -0.996 0.0 -0.1 0.0 0.074
H -1.551 1.255 -1.148 -0.1 0.0 0.0 0.044
H -3.431 1.205 -2.651 0.0 0.0 0.0 0.095
H -4.848 2.464 -4.220 0.0 0.0 0.0 0.090
H -4.214 4.760 -4.927 0.0 0.0 0.0 0.081
H -2.129 5.765 -4.022 0.0 0.0 0.0 0.093
H -0.703 4.501 -2.466 0.0 0.0 0.0 0.112
```
Forces are in eV/Å.

Values from the calculation:
HOMO-LUMO gap	5.25	eV
spin multiplicity	1
charge	-2

=====

Results for max |F|: 1.58, 0.62, 1.03 (in eV Å⁻¹, following the order of the records).